[1]
{
  "formula": "C5H8N4S",
  "method": "the ωB97M-V functional and the def2-TZVPD basis",
  "symbols": ["C", "C", "C", "C", "C", "N", "N", "N", "N", "S", "H", "H", "H", "H", "H", "H", "H", "H"],
  "positions_angstrom": [[-1.65, 0.26, -0.81], [-0.11, -0.51, -2.88], [1.59, -1.04, 0.09], [2.24, -0.46, -1.15], [-2.64, 0.75, 0.14], [-1.95, 0.60, -2.09], [-1.10, 0.13, -2.95], [-0.56, -0.33, -0.56], [0.28, -0.42, 0.52], [1.47, -1.09, -2.76], [1.17, -1.97, -0.10], [2.21, -0.79, 0.90], [2.36, 0.61, -1.14], [3.31, -0.71, -1.29], [-3.62, 0.64, -0.30], [-2.86, 0.12, 1.07], [-2.42, 1.72, 0.48], [0.44, 0.50, 0.94]],
  "e_above_lowest_kcal_mol": 158.4,
  "homo_energy_ev": [-7.53, -7.53],
  "e_tot_ha": -812.332991,
  "max_force_ev_per_a": 3.63,
  "charge": 0
}

=====

[2]
{
  "formula": "C5H8N5",
  "method": "the ωB97M-V functional and the def2-TZVPD basis",
  "symbols": ["H", "N", "N", "N", "C", "N", "C", "C", "C", "C", "N", "H", "H", "H", "H", "H", "H", "H"],
  "positions_angstrom": [[-5.57, -0.91, -0.38], [-4.62, -1.02, -0.01], [-3.87, -0.10, -0.25], [-2.71, -0.05, 0.07], [-1.67, 0.55, -0.05], [-0.47, 0.78, 0.23], [0.27, 1.76, -0.53], [0.55, 0.16, 1.15], [1.65, -0.65, 0.50], [2.43, -1.27, -0.18], [3.51, -1.73, -0.73], [1.07, 1.35, -1.12], [0.80, 2.28, 0.30], [-0.47, 2.38, -1.04], [-0.01, -0.61, 1.84], [1.01, 0.95, 1.75], [4.40, -1.23, -0.48], [3.69, -2.65, -1.06]],
  "smiles": "[H]/N=N/N=C=[N+](C)CC#CN",
  "e_above_lowest_kcal_mol": 146.1,
  "homo_energy_ev": -12.19,
  "e_tot_ha": -468.603117,
  "max_force_ev_per_a": 6.81,
  "charge": 1
}

=====

[3]
{
  "formula": "C5H8N5O3",
  "method": "the ωB97M-V functional and the def2-TZVPD basis",
  "symbols": ["N", "C", "N", "N", "N", "C", "C", "C", "C", "O", "N", "O", "O", "H", "H", "H", "H", "H", "H", "H", "H"],
  "positions_angstrom": [[-2.69, 1.37, -0.50], [-1.44, 1.27, -0.09], [-1.06, 2.10, 0.88], [-0.59, 0.43, -0.71], [0.72, 0.46, -0.41], [1.42, -0.72, -0.15], [1.86, -1.74, -0.90], [2.66, -2.56, -0.05], [2.65, -1.94, 1.13], [1.87, -0.88, 1.16], [1.54, 1.61, -1.34], [2.70, 1.45, -1.43], [0.75, 2.37, -1.73], [-3.35, 1.89, 0.11], [-3.20, 0.60, -0.94], [-1.69, 2.40, 1.58], [-0.09, 2.37, 0.97], [-0.77, -0.27, -1.40], [1.73, -2.00, -1.98], [3.14, -3.46, -0.48], [3.23, -2.34, 1.96]],
  "smiles": "NC(N)=[NH+]N(c1ccco1)[N+](=O)[O-]",
  "e_above_lowest_kcal_mol": 46.2,
  "homo_energy_ev": -12.47,
  "e_tot_ha": -694.418143,
  "max_force_ev_per_a": 3.48,
  "charge": 1
}

=====

[4]
{
  "formula": "C5H8N6O3",
  "method": "the ωB97M-V functional and the def2-TZVPD basis",
  "symbols": ["C", "C", "N", "C", "N", "N", "O", "C", "N", "O", "O", "N", "C", "N", "H", "H", "H", "H", "H", "H", "H", "H"],
  "positions_angstrom": [[2.02, 0.06, -2.16], [1.09, 0.17, -1.02], [-0.09, 0.82, -1.10], [-0.63, 0.63, 0.09], [-1.83, 1.20, 0.56], [-3.06, 1.15, -0.04], [-3.67, 2.22, -0.04], [-3.64, 0.05, -0.50], [-3.14, -1.25, -0.35], [-2.13, -1.41, 0.33], [-3.76, -2.14, -0.89], [0.21, -0.06, 0.88], [0.06, -0.50, 2.23], [1.30, -0.36, 0.17], [2.28, 1.05, -2.52], [1.52, -0.46, -2.98], [2.91, -0.48, -1.87], [-1.71, 2.14, 0.93], [-4.59, 0.16, -0.98], [-0.43, 0.27, 2.83], [-0.54, -1.41, 2.26], [1.05, -0.71, 2.63]],
  "smiles": "Cc1nc(N/[N+]([O-])=C\\[N+](=O)[O-])n(C)n1",
  "e_above_lowest_kcal_mol": 64.4,
  "homo_energy_ev": -9.71,
  "e_tot_ha": -749.380455,
  "max_force_ev_per_a": 1.30,
  "charge": 0
}

=====

What did the second record say?
{
  "formula": "C5H8N5",
  "method": "the ωB97M-V functional and the def2-TZVPD basis",
  "symbols": ["H", "N", "N", "N", "C", "N", "C", "C", "C", "C", "N", "H", "H", "H", "H", "H", "H", "H"],
  "positions_angstrom": [[-5.57, -0.91, -0.38], [-4.62, -1.02, -0.01], [-3.87, -0.10, -0.25], [-2.71, -0.05, 0.07], [-1.67, 0.55, -0.05], [-0.47, 0.78, 0.23], [0.27, 1.76, -0.53], [0.55, 0.16, 1.15], [1.65, -0.65, 0.50], [2.43, -1.27, -0.18], [3.51, -1.73, -0.73], [1.07, 1.35, -1.12], [0.80, 2.28, 0.30], [-0.47, 2.38, -1.04], [-0.01, -0.61, 1.84], [1.01, 0.95, 1.75], [4.40, -1.23, -0.48], [3.69, -2.65, -1.06]],
  "smiles": "[H]/N=N/N=C=[N+](C)CC#CN",
  "e_above_lowest_kcal_mol": 146.1,
  "homo_energy_ev": -12.19,
  "e_tot_ha": -468.603117,
  "max_force_ev_per_a": 6.81,
  "charge": 1
}